1.
C8H16OSi in the gas phase. Source: the OMol25 dataset; level of theory: ωB97M-V/def2-TZVPD.

Geometry as ORCA input:
```
! RIJCOSX wB97M-V def2-TZVPD def2/J DEFGRID3
* xyz 0 1
C -1.760 -1.305 1.986
C -1.566 -1.476 0.688
Si -0.585 -0.180 -0.263
C 1.270 -1.152 -1.276
C 1.826 -2.308 -1.067
O -1.763 0.300 -1.306
C -1.604 0.812 -2.596
C 0.137 1.217 0.902
C 0.845 2.286 0.085
C 1.147 0.687 1.902
H -2.101 -2.130 2.552
H -1.456 -0.473 2.479
H -2.019 -2.371 0.213
H 1.591 -0.601 -2.139
H 2.566 -2.613 -1.786
H 1.446 -2.937 -0.287
H -2.054 0.104 -3.370
H -0.580 1.120 -2.916
H -2.197 1.746 -2.704
H -0.754 1.607 1.349
H 1.877 2.448 0.516
H 1.140 2.066 -0.963
H 0.185 3.161 0.074
H 0.700 -0.164 2.482
H 1.625 1.604 2.569
H 2.127 0.409 1.568
*
```

energy relative to the best compared isomer or geometry (same formula, charge and spin)	59.6	kcal per mole
E_LUMO	0.960	eV
structure (SMILES)	C=C[Si](C=C)(OC)C(C)C


2.
2 unconnected molecules or ions with the total composition C8H16P2. Source: the OMol25 dataset; level of theory: ωB97M-V/def2-TZVPD.

Geometry as ORCA input:
```
! RIJCOSX wB97M-V def2-TZVPD def2/J DEFGRID3
* xyz 0 1
C 1.109 -2.920 -0.457
C -1.932 -2.194 -0.917
C -1.222 2.062 0.227
C 1.318 1.634 0.803
C -0.489 0.561 2.170
C 1.141 0.273 -2.211
C -0.114 1.036 0.640
C -0.209 -0.309 0.031
P 1.101 -1.586 0.586
P -1.596 -0.544 -1.088
H 1.838 -3.648 -0.329
H 0.399 -2.970 -1.459
H -2.750 -2.754 -1.376
H -1.332 -2.860 -0.452
H -2.009 1.429 0.558
H -1.115 2.855 0.893
H -1.187 2.426 -0.765
H 1.355 2.482 0.118
H 1.488 1.789 1.790
H 2.033 0.901 0.521
H 0.367 0.037 2.558
H -0.628 1.422 2.722
H -1.339 -0.004 2.161
H 1.138 1.322 -2.084
H 0.613 -0.246 -2.966
H 2.021 -0.194 -1.674
*
```

energy relative to the best compared isomer or geometry (same formula, charge and spin)	122.8	kcal per mole
E_LUMO (spin up / spin down)	-0.192 / -0.686	eV


3.
C8H17BFN4O7PS in the gas phase. Source: the OMol25 dataset; level of theory: ωB97M-V/def2-TZVPD.

Geometry as ORCA input:
```
! RIJCOSX wB97M-V def2-TZVPD def2/J DEFGRID3
* xyz 0 1
C -2.786 3.317 2.026
C -2.481 1.788 1.959
C -2.039 1.449 0.512
C -0.946 0.370 0.454
N -0.584 0.186 -0.970
C 0.597 -0.522 -1.171
N 0.952 -0.894 -2.334
C 0.123 -0.590 -3.509
N -1.096 -1.382 -3.577
C 2.268 -1.627 -2.578
O 2.222 -2.799 -2.945
O 3.250 -0.940 -2.357
N 1.438 -0.782 -0.044
P 1.086 -2.257 0.761
O 0.231 -2.013 2.102
O 0.102 -3.014 -0.246
S 2.642 -3.314 1.124
C 1.377 0.412 0.806
F 1.783 1.468 -0.018
B 2.489 0.390 2.001
O 2.179 0.828 3.258
O 3.768 -0.044 1.772
O 0.126 0.718 1.299
H -3.680 3.541 2.609
H -1.904 3.867 2.362
H -2.976 3.656 1.001
H -3.413 1.246 2.145
H -1.703 1.513 2.672
H -1.617 2.326 0.009
H -2.886 1.072 -0.071
H -1.402 -0.567 0.818
H -1.316 -0.413 -1.349
H -0.114 0.480 -3.544
H 0.747 -0.773 -4.385
H -1.262 -1.697 -4.522
H -1.880 -0.813 -3.286
H 0.710 -2.427 2.834
H 0.222 -3.967 -0.140
H 1.520 1.531 3.178
H 4.251 0.677 1.346
*
```

E_LUMO	-0.076	eV


4.
C8H17BN2O3S in the gas phase. Source: the OMol25 dataset; level of theory: ωB97M-V/def2-TZVPD.

Geometry as ORCA input:
```
! RIJCOSX wB97M-V def2-TZVPD def2/J DEFGRID3
* xyz 0 1
C 1.101 1.704 -1.911
C -0.017 0.861 -2.492
C -1.348 1.658 -2.616
C -0.120 -0.372 -1.689
N -1.175 -1.264 -2.188
C -0.363 -0.291 -0.185
O -1.300 0.402 0.172
N 0.343 -0.993 0.838
C 1.381 -1.924 0.559
S 2.128 -2.278 2.179
C 0.785 -1.775 3.091
C -0.073 -0.937 2.219
B -0.197 0.521 2.972
O -0.322 1.742 2.215
O -0.102 0.601 4.329
H 1.403 2.612 -2.474
H 0.953 2.081 -0.850
H 1.970 1.100 -1.702
H 0.121 0.568 -3.586
H -2.185 1.307 -3.216
H -1.708 1.648 -1.581
H -1.235 2.748 -2.966
H 0.782 -0.946 -1.787
H -2.024 -0.986 -1.708
H -1.219 -1.386 -3.182
H 2.100 -1.480 -0.122
H 0.898 -2.803 0.205
H 1.121 -1.243 3.941
H 0.270 -2.736 3.501
H -1.077 -1.292 2.232
H -0.489 1.643 1.259
H -0.403 1.509 4.543
*
```

energy relative to the best compared isomer or geometry (same formula, charge and spin)	23.4	kcal per mole
E_LUMO	0.579	eV
structure (SMILES)	CC(C)[C@H](N)C(=O)N1CSC[C@H]1B(O)O


5.
C8H17BO2 in the gas phase. Source: the OMol25 dataset; level of theory: ωB97M-V/def2-TZVPD.

Geometry as ORCA input:
```
! RIJCOSX wB97M-V def2-TZVPD def2/J DEFGRID3
* xyz 0 1
C 0.558 -1.368 1.529
C -0.137 -0.849 0.213
C -1.649 -0.914 0.474
C 0.460 -1.668 -0.929
C 0.303 -0.867 -2.251
C -0.078 0.562 -1.790
C 0.174 0.646 -0.273
C 1.630 0.985 0.103
B -0.587 1.698 0.703
O -1.476 2.622 0.166
O -0.299 1.737 2.017
H 0.319 -0.936 2.446
H 1.658 -1.289 1.685
H 0.241 -2.413 1.786
H -2.066 -0.043 0.925
H -1.873 -1.611 1.127
H -2.119 -1.042 -0.407
H -0.066 -2.615 -0.813
H 1.407 -1.778 -0.564
H -0.577 -1.116 -2.920
H 1.221 -0.674 -2.888
H 0.541 1.397 -2.133
H -1.064 0.847 -1.886
H 2.461 0.420 -0.468
H 1.887 0.719 1.149
H 1.707 2.023 -0.141
H -2.143 2.865 0.758
H -0.429 2.660 2.384
*
```

energy relative to the best compared isomer or geometry (same formula, charge and spin)	50.7	kcal per mole
E_LUMO	0.330	eV
structure (SMILES)	CC1(C)CCC[C@@]1(C)B(O)O


6.
2 unconnected molecules or ions with the total composition C8H17BO2. Source: the OMol25 dataset; level of theory: ωB97M-V/def2-TZVPD.

Geometry as ORCA input:
```
! RIJCOSX wB97M-V def2-TZVPD def2/J DEFGRID3
* xyz 0 1
C 2.308 -0.119 -1.737
C 1.180 -0.720 -0.948
C -0.005 -1.079 -1.828
C -1.340 -1.211 -1.062
C -1.751 0.099 -0.644
C -0.756 0.774 0.359
C -0.936 2.331 0.167
B 0.653 0.295 0.208
O 1.777 0.974 0.894
H 1.979 -0.064 -2.757
H 3.152 -0.745 -1.773
H 2.394 0.876 -1.267
H 1.452 -1.548 -0.386
H 0.180 -1.894 -2.543
H -0.295 -0.114 -2.496
H -2.159 -1.725 -1.666
H -1.395 -1.864 -0.225
H -2.074 0.637 -1.484
H -2.773 0.029 -0.170
H -1.110 0.726 1.358
H -1.990 2.741 0.258
H -0.417 2.561 -0.785
H -0.152 2.857 0.766
H 1.383 1.569 1.533
C 0.159 -1.376 4.058
O 0.510 -0.486 3.339
H 0.237 -2.445 3.700
H -0.211 -1.077 5.131
*
```

energy relative to the best compared isomer or geometry (same formula, charge and spin)	101.8	kcal per mole
E_LUMO	0.636	eV
structure (SMILES)	C[C@@H]1CCC[C@H](C)B1O.C=O


7.
3 unconnected molecules or ions with the total composition C8H17F2NO5S. Source: the OMol25 dataset; level of theory: ωB97M-V/def2-TZVPD.

Geometry as ORCA input:
```
! RIJCOSX wB97M-V def2-TZVPD def2/J DEFGRID3
* xyz 0 1
O 3.184 1.816 2.860
S 2.934 2.022 1.477
O 3.958 1.934 0.508
F 2.287 3.433 1.365
N 1.607 1.165 0.941
O 2.057 -0.162 0.797
C 0.415 1.217 1.788
C -0.464 2.461 1.560
F -0.195 3.080 0.346
H 1.890 -0.346 -0.141
H -0.177 0.351 1.496
H 0.664 1.096 2.845
H -0.338 3.197 2.354
H -1.507 2.145 1.519
C -0.971 -3.113 1.281
C -2.183 -2.326 1.713
C -3.496 -3.067 1.761
O -2.106 -1.155 2.007
H -0.092 -2.472 1.287
H -0.811 -3.954 1.958
H -1.121 -3.510 0.276
H -3.425 -3.906 2.455
H -3.737 -3.464 0.774
H -4.286 -2.395 2.085
C -0.316 -0.112 -4.126
C 0.784 0.152 -3.130
C 1.402 1.526 -3.140
O 1.153 -0.703 -2.355
H -0.676 -1.133 -4.017
H -1.140 0.584 -3.962
H 0.055 0.035 -5.142
H 0.638 2.280 -2.940
H 1.836 1.732 -4.120
H 2.177 1.591 -2.380
*
```

E_LUMO	0.560	eV
structure (SMILES)	O=S(=O)(F)N(O)CCF.CC(C)=O.CC(C)=O


8.
A gas-phase ion, C8H17IN (charge +1). Source: the OMol25 dataset; level of theory: ωB97M-V/def2-TZVPD.

Geometry as ORCA input:
```
! RIJCOSX wB97M-V def2-TZVPD def2/J DEFGRID3
* xyz 1 1
C -1.477 -0.040 1.258
C -1.390 0.212 -0.269
C 0.099 -0.426 -0.521
C -0.431 0.654 2.075
C -2.455 -0.500 -1.015
C 0.384 -0.378 -1.965
C 1.771 1.449 -0.183
C 2.097 -0.722 0.742
N 1.193 0.230 0.173
I 0.335 -0.187 3.730
H -2.472 0.218 1.644
H -1.440 -1.150 1.477
H -1.411 1.324 -0.470
H -0.051 -1.407 -0.060
H -0.675 1.743 2.071
H -3.397 -0.543 -0.453
H -2.287 -1.591 -1.036
H -2.555 -0.192 -2.090
H 0.421 0.743 -2.260
H -0.401 -0.834 -2.483
H 1.339 -0.837 -2.145
H 2.498 1.692 0.671
H 2.333 1.225 -1.021
H 0.996 2.216 -0.501
H 1.639 -1.685 0.874
H 2.903 -0.838 -0.069
H 2.434 -0.374 1.824
*
```

energy relative to the best compared isomer or geometry (same formula, charge and spin)	33.0	kcal per mole
E_LUMO (spin up / spin down)	-5.509 / -5.519	eV


9.
2 unconnected molecules or ions with the total composition C8H17N. Source: the OMol25 dataset; level of theory: ωB97M-V/def2-TZVPD.

Geometry as ORCA input:
```
! RIJCOSX wB97M-V def2-TZVPD def2/J DEFGRID3
* xyz 0 1
C -0.177 1.745 1.448
C -0.010 0.428 1.238
C -0.488 -0.547 2.287
C 1.744 -0.169 0.836
C 2.191 0.039 -0.596
H 0.118 2.494 0.731
H -0.684 2.078 2.342
H -1.569 -0.474 2.435
H -0.005 -0.342 3.242
H -0.239 -1.571 2.015
H 2.098 -1.127 1.225
H 2.242 0.573 1.466
H 2.034 -0.849 -1.215
H 3.275 0.193 -0.653
H 1.739 0.946 -1.009
C -1.095 -1.741 -2.098
C -0.791 -1.260 -0.884
N -1.005 0.106 -0.491
C -1.099 1.093 -1.577
H -1.159 -1.133 -2.985
H -1.140 -2.807 -2.247
H -0.747 -1.937 -0.046
H -1.823 0.242 0.109
H -1.143 2.104 -1.184
H -2.018 0.914 -2.139
H -0.250 1.003 -2.249
*
```

energy relative to the best compared isomer or geometry (same formula, charge and spin)	107.4	kcal per mole
E_LUMO	0.870	eV
structure (SMILES)	C=C(C)CC.C=CNC